# 1
A structure of composition C18H17F4FeN3, computed with ωB97M-V with the def2-TZVPD basis set.

The geometry in XYZ format:
```
43
Properties=species:S:1:pos:R:3:lowdin_charge:R:1
Fe -0.35 -0.19 0.11 0.63
C -1.57 2.56 0.11 -0.06
N -0.60 1.76 -0.65 -0.34
C -0.94 1.80 -2.08 -0.07
C 0.77 2.24 -0.44 -0.19
C 1.21 2.00 1.00 -0.21
N 0.55 0.79 1.44 -0.08
C 0.47 0.48 2.75 -0.17
C -0.40 -0.54 3.13 -0.14
F -1.09 -1.12 2.10 0.03
C -0.62 -0.96 4.42 -0.23
F -1.51 -1.93 4.64 0.10
C 0.05 -0.37 5.47 0.05
C 0.94 0.64 5.14 -0.22
F 1.65 1.23 6.11 0.09
C 1.16 1.05 3.84 -0.14
F 2.10 2.00 3.62 0.08
H -1.59 3.59 -0.25 0.10
H -2.57 2.13 0.00 0.09
H -1.31 2.55 1.17 0.09
H -0.89 2.82 -2.48 0.10
H -0.25 1.17 -2.63 0.07
H -1.95 1.42 -2.23 0.10
H 1.41 1.68 -1.12 0.11
H 0.85 3.31 -0.70 0.13
H 2.30 1.92 1.00 0.12
H 0.96 2.85 1.64 0.12
H -0.10 -0.68 6.49 0.13
C 1.18 -1.18 -0.55 -0.16
C 0.60 -1.79 -1.76 -0.30
C 0.81 -1.24 -3.04 -0.06
C 0.21 -1.77 -4.16 -0.03
C -0.63 -2.87 -4.05 -0.24
C -0.86 -3.44 -2.80 -0.03
C -0.25 -2.90 -1.68 -0.04
C -1.26 -3.43 -5.23 -0.19
N -1.77 -3.87 -6.17 0.15
H 2.02 -0.51 -0.71 0.06
H 1.34 -1.86 0.28 0.07
H 1.47 -0.38 -3.13 0.11
H 0.40 -1.34 -5.14 0.12
H -1.51 -4.30 -2.72 0.12
H -0.43 -3.35 -0.71 0.11
```

Its HOMO-LUMO gap (spin up / spin down) is 7.64 / 7.47 eV. For the total energy, the calculation gives -2523.4198 a.u. The charge is 0.

=====

# 2
A structure of composition CHNO5S, computed with ωB97M-V with the def2-TZVPD basis set.

The geometry in XYZ format:
```
9
Properties=species:S:1:pos:R:3:lowdin_charge:R:1
C 0.11 -0.19 -0.49 -0.18
N -1.38 -1.38 -0.07 -0.43
O -2.37 -0.90 0.51 -0.14
O 2.46 0.41 -0.17 -0.50
O -1.38 -2.46 -0.62 -0.09
O 2.26 -1.92 -0.77 -0.50
O 1.47 -1.14 1.53 -0.48
S 1.63 -0.82 0.09 0.28
H 0.03 0.62 0.44 0.03
```

Its HOMO-LUMO gap is 6.69 eV. For the total energy, the calculation gives -867.6610 a.u. The charge is -2.

=====

# 3
A cluster of 3 separate species, C3H9NO in total, computed with ωB97M-V with the def2-TZVPD basis set.

The geometry in XYZ format:
```
14
Properties=species:S:1:pos:R:3:lowdin_charge:R:1
C -1.00 -0.40 -0.87 -0.06
C 0.05 0.64 -0.51 -0.49
C 0.14 1.81 -1.19 0.04
N 0.93 0.26 0.46 0.12
H -1.09 -0.75 -1.90 0.08
H -1.95 0.12 -0.60 0.09
H -0.92 -1.26 -0.18 0.05
H 0.81 2.56 -0.77 0.05
H -0.49 2.15 -1.99 0.05
H 0.76 -0.59 1.12 0.03
H 1.70 0.92 0.55 0.11
H -0.49 -1.25 2.06 -0.12
H -0.72 -0.28 2.22 0.35
O 0.10 -1.98 1.65 -0.30
```

Its HOMO-LUMO gap is 4.83 eV. For the total energy, the calculation gives -249.4222 a.u. The charge is 0.

=====

# 4
A cluster of 2 separate species, C5H16N3 in total, computed with ωB97M-V with the def2-TZVPD basis set.

The geometry in XYZ format:
```
24
Properties=species:S:1:pos:R:3:lowdin_charge:R:1
N 1.34 0.24 0.53 0.02
C 0.67 0.50 1.84 -0.23
C -0.19 -0.68 2.30 -0.30
N -1.12 -0.16 3.33 0.01
H 1.71 -0.67 0.63 0.10
H 2.17 0.84 0.46 0.12
H -0.08 1.29 1.73 0.12
H 1.36 0.72 2.66 0.13
H -0.80 -1.00 1.41 0.09
H 0.37 -1.65 2.47 0.13
H -1.77 -0.89 3.61 0.08
H -0.59 0.07 4.15 0.07
C 0.78 -0.56 -3.00 -0.07
C -0.02 0.68 -2.62 -0.19
C -1.80 0.25 -1.01 0.15
N -0.54 0.37 -1.25 -0.01
H 1.65 -0.73 -2.29 0.10
H 0.16 -1.44 -2.96 0.07
H 1.19 -0.42 -4.01 0.09
H 0.71 1.55 -2.45 0.16
H -0.80 0.96 -3.25 0.10
H -2.13 -0.02 -0.01 0.09
H -2.53 0.48 -1.82 0.12
H 0.26 0.29 -0.46 0.06
```

Its HOMO-LUMO gap is 9.23 eV. For the total energy, the calculation gives -364.1010 a.u. The charge is +1.

=====

# 5
A structure of composition H33O17, computed with ωB97M-V with the def2-TZVPD basis set.

The geometry in XYZ format:
```
50
Properties=species:S:1:pos:R:3:lowdin_charge:R:1
O 0.64 -1.70 -4.95 -0.06
H 1.42 -1.16 -4.79 0.05
H -0.17 -1.17 -4.74 0.00
O -0.31 2.81 -4.19 -0.06
H 0.17 2.50 -3.41 0.03
H -1.09 2.25 -4.13 0.02
O -5.19 -2.90 -0.09 -0.09
H -5.77 -2.47 0.60 0.05
H -5.34 -2.08 -0.61 0.04
O 0.06 -3.02 -2.37 -0.11
H -0.18 -2.94 -1.40 -0.03
H 0.41 -3.90 -2.48 0.02
O 0.02 -1.50 1.45 -0.24
H -2.13 -4.41 3.86 0.02
O -1.73 -0.01 2.37 -0.32
H 2.97 1.63 3.22 0.02
H -2.32 -0.33 1.67 -0.03
O -1.23 -3.17 -0.19 -0.13
H -2.11 -0.78 3.86 0.03
H -0.79 -2.57 0.57 0.04
O -2.04 0.02 -4.97 -0.02
H -1.28 -0.53 -5.15 -0.01
H 0.21 -0.96 0.68 -0.02
O -2.81 -1.42 4.25 -0.14
H -1.61 -2.45 -0.70 0.02
H -3.55 -1.33 3.65 0.01
O 3.62 2.21 -1.53 -0.06
H 3.93 2.95 -1.00 0.03
H 3.16 1.57 -0.96 0.03
O 1.95 5.01 -2.97 -0.05
H 2.64 4.32 -2.96 0.04
H 4.08 -3.03 3.04 0.03
O -3.06 -4.25 3.74 -0.07
H -3.26 -3.34 3.48 0.00
H 1.14 1.60 1.67 0.02
O 4.22 -2.37 2.37 -0.05
H 4.55 -1.54 2.71 0.02
H -0.84 -0.84 1.98 -0.01
O 1.32 1.71 4.55 -0.03
H 1.27 2.49 5.10 0.04
H 0.56 1.40 4.07 0.04
O 3.53 2.08 2.53 -0.11
H 3.58 1.32 1.92 0.02
H -2.87 -0.44 -4.98 0.04
O 1.63 1.47 0.85 -0.10
H 1.53 4.79 -3.81 0.03
H 0.73 1.22 0.40 0.10
O -0.08 4.12 -0.66 -0.05
H 0.45 4.20 -1.45 -0.02
H -0.02 4.91 -0.13 0.03
```

Its HOMO-LUMO gap is 8.25 eV. For the total energy, the calculation gives -1298.8350 a.u. The charge is -1.

=====

# 6
The molecule C23H33N5O2, computed with ωB97M-V with the def2-TZVPD basis set.

The geometry in XYZ format:
```
63
Properties=species:S:1:pos:R:3:lowdin_charge:R:1
C -0.83 -6.04 -1.61 -0.11
C -2.13 -5.26 -1.81 -0.26
C -2.07 -3.85 -1.24 -0.19
H -1.75 -3.89 -0.20 0.10
H -3.07 -3.41 -1.27 0.11
C -1.10 -2.95 -2.01 -0.17
N -1.11 -1.57 -1.55 -0.06
C -0.42 -1.31 -0.41 -0.19
N 0.11 -2.36 0.20 0.18
C 0.70 -2.23 1.39 -0.21
C 1.26 -3.34 2.05 -0.01
C 1.76 -3.20 3.31 -0.08
C 1.74 -1.96 3.97 -0.09
C 1.23 -0.85 3.34 -0.02
C 0.72 -0.97 2.04 -0.20
N 0.32 0.12 1.35 0.17
C -0.18 0.00 0.15 -0.12
C -0.37 1.30 -0.60 -0.14
C -1.51 1.99 -0.05 -0.21
N -2.41 2.51 0.42 0.19
H -0.54 1.12 -1.66 0.12
C 0.84 2.27 -0.53 -0.46
O 1.29 2.75 -1.55 0.08
N 1.25 2.53 0.71 0.08
H 0.87 1.94 1.45 0.12
C 2.35 3.42 1.00 -0.16
C 1.89 4.61 1.84 -0.15
C 3.08 5.47 2.27 -0.24
O 4.03 4.78 3.05 -0.20
C 3.64 4.52 4.37 -0.11
H 4.52 4.11 4.88 0.09
H 2.82 3.80 4.43 0.08
H 3.33 5.45 4.88 0.09
H 2.72 6.35 2.82 0.12
H 3.63 5.81 1.39 0.13
H 1.20 5.23 1.26 0.12
H 1.35 4.25 2.72 0.11
H 2.76 3.76 0.05 0.13
H 3.13 2.87 1.55 0.13
H 1.22 0.12 3.83 0.11
H 2.14 -1.88 4.97 0.10
H 2.18 -4.05 3.82 0.10
H 1.25 -4.29 1.54 0.11
C -2.17 -0.74 -2.09 -0.16
H -3.07 -1.36 -2.17 0.13
C -1.84 -0.20 -3.49 -0.19
C -2.93 0.73 -4.03 -0.25
C -2.97 2.09 -3.34 -0.10
H -2.00 2.58 -3.42 0.08
H -3.70 2.73 -3.82 0.07
H -3.23 2.01 -2.29 0.05
H -2.75 0.88 -5.09 0.11
H -3.90 0.24 -3.92 0.11
H -0.89 0.33 -3.48 0.11
H -1.72 -1.04 -4.17 0.11
H -2.41 0.06 -1.40 0.10
H -1.36 -2.94 -3.07 0.12
H -0.08 -3.32 -1.90 0.11
H -2.94 -5.80 -1.32 0.10
H -2.36 -5.22 -2.88 0.11
H -0.02 -5.60 -2.18 0.07
H -0.95 -7.07 -1.94 0.07
H -0.55 -6.04 -0.56 0.07
```

As for the SMILES: CCCCN(CCCC)c1nc2ccccc2nc1[C@@H](C#N)C(=O)NCCCOC. Its HOMO-LUMO gap is 7.91 eV. For the total energy, the calculation gives -1320.4860 a.u. The charge is 0.

=====

# 7
The molecule C13H16N2O6, computed with ωB97M-V with the def2-TZVPD basis set.

The geometry in XYZ format:
```
37
Properties=species:S:1:pos:R:3:lowdin_charge:R:1
C 0.22 -0.21 0.43 -0.26
C 1.31 -0.28 1.62 -0.40
C -1.15 -0.15 1.17 -0.10
C -2.45 -0.07 0.45 -0.26
C -3.06 1.15 0.16 -0.05
C -3.17 -1.15 0.00 -0.04
C -4.35 1.33 -0.30 -0.02
C -4.51 -1.06 -0.45 -0.01
C -5.09 0.18 -0.52 -0.35
C 3.14 -0.40 -0.13 -0.23
C 3.73 -1.71 -0.69 -0.50
C 4.01 0.80 -0.52 -0.03
C 3.29 2.11 -0.46 -0.54
H 0.32 -1.28 -1.30 0.12
H -0.17 -2.14 0.06 0.10
H 0.44 0.66 -0.17 0.12
H -1.14 0.70 1.86 0.13
H -1.09 -1.15 1.70 0.14
H -2.42 2.06 0.35 0.14
H -2.73 -2.16 0.06 0.12
H -4.73 2.33 -0.31 0.11
H -5.14 -1.90 -0.85 0.14
H -6.77 1.03 -0.69 0.11
H 3.19 -0.52 2.06 0.15
H 2.16 -0.30 -0.68 0.13
H 4.94 0.93 0.09 0.15
H 4.23 0.63 -1.61 0.16
H 3.51 3.91 -0.73 0.17
H 1.91 -2.31 -0.76 0.04
N 0.42 -1.42 -0.31 0.04
N 2.64 -0.43 1.23 0.13
O 1.05 -0.26 2.79 0.09
O -6.42 0.14 -0.82 0.05
O 4.88 -1.88 -0.78 0.16
O 2.08 2.29 -0.35 0.08
O 4.12 3.13 -0.55 0.12
O 2.78 -2.62 -1.03 0.10
```

As for the SMILES: N[C@@H](Cc1ccc(O)cc1)C(=O)N[C@@H](CC(=O)O)C(=O)O. Its HOMO-LUMO gap is 9.00 eV. For the total energy, the calculation gives -1065.9563 a.u. The charge is 0.

=====

# 8
A structure of composition C26H43F3MoO2P2, computed with ωB97M-V with the def2-TZVPD basis set.

The geometry in XYZ format:
```
77
Properties=species:S:1:pos:R:3:mulliken_spin:R:1
Mo -0.59 0.03 0.08 2.32
C -0.77 1.60 -1.47 0.05
C -1.30 2.07 -0.20 -0.18
C 0.99 1.64 0.07 -0.08
C 0.63 1.31 -1.28 0.05
C -0.21 2.10 0.75 -0.01
C -1.52 1.43 -2.75 0.00
H -2.59 1.30 -2.56 0.00
H -1.14 0.56 -3.29 -0.01
H -1.39 2.30 -3.41 0.00
C 1.61 0.92 -2.33 0.05
H 1.10 0.50 -3.21 -0.01
H 2.30 0.17 -1.92 -0.01
H 2.20 1.77 -2.67 0.00
C 2.38 1.73 0.58 0.01
H 2.96 2.50 0.05 0.00
H 2.89 0.76 0.44 0.00
H 2.40 1.99 1.65 0.00
C -0.24 2.58 2.16 0.01
H 0.02 3.65 2.20 0.00
H 0.49 2.05 2.78 0.00
H -1.24 2.47 2.59 0.00
C -2.71 2.41 0.12 0.02
H -2.87 3.50 0.04 0.00
H -2.97 2.09 1.14 0.00
H -3.40 1.91 -0.57 -0.01
C -4.31 -5.19 -0.48 0.00
C -5.26 -4.31 -0.83 0.00
C -6.54 -4.13 -0.08 0.00
C -6.45 -4.25 1.47 0.00
C -5.23 -3.62 2.08 0.00
C -4.09 -4.26 2.36 0.00
C -3.80 -5.69 1.98 0.00
C -4.43 -6.17 0.65 0.00
H -7.26 -4.89 -0.44 0.00
H -6.57 -5.30 1.77 0.00
H -6.99 -3.16 -0.30 0.00
H -5.46 -6.49 0.81 0.00
H -3.44 -5.35 -1.13 0.00
H -5.23 -3.85 -1.82 0.00
H -3.88 -7.08 0.35 0.00
H -2.72 -5.86 1.91 0.00
H -3.36 -3.81 3.05 0.00
H -4.17 -6.33 2.79 0.00
H -7.32 -3.73 1.86 0.00
H -5.38 -2.59 2.42 0.00
P -1.78 -1.93 -0.74 -0.13
P -0.28 -1.14 2.22 -0.09
C -1.75 -3.06 0.71 -0.01
C -0.56 -2.88 1.66 0.04
H -1.77 -4.07 0.28 0.00
H -2.70 -2.92 1.25 0.03
H -0.69 -3.48 2.58 0.00
H 0.37 -3.21 1.16 0.00
C 1.30 -1.10 3.08 0.01
H 1.43 -0.10 3.50 0.00
H 2.10 -1.28 2.35 0.00
H 1.35 -1.85 3.89 0.00
C -1.57 -0.71 3.40 -0.01
H -1.64 -1.46 4.19 0.00
H -2.54 -0.61 2.90 0.00
H -1.32 0.26 3.84 0.00
C -0.94 -2.72 -2.09 0.03
H -0.94 -2.02 -2.95 -0.01
H -1.46 -3.65 -2.38 0.00
H 0.11 -2.94 -1.81 0.00
C -3.47 -1.50 -1.14 0.00
H -3.86 -0.76 -0.42 0.01
H -4.10 -2.39 -1.11 0.01
H -3.50 -1.04 -2.14 0.00
F 4.76 -3.47 0.24 0.00
C 4.17 -2.73 -0.77 -0.01
F 4.95 -1.62 -0.96 0.00
F 4.24 -3.47 -1.90 0.00
C 2.69 -2.39 -0.36 0.02
O 1.85 -3.25 -0.66 0.00
O 2.55 -1.30 0.26 -0.05
```

Its spin multiplicity is 3. Its HOMO-LUMO gap (spin up / spin down) is 3.85 / 4.73 eV. For the total energy, the calculation gives -2216.8280 a.u. The charge is +2.

=====

# 9
The ion C8H8O2P with charge -1, computed with ωB97M-V with the def2-TZVPD basis set.

The geometry in XYZ format:
```
19
Properties=species:S:1:pos:R:3:lowdin_charge:R:1
C 1.49 0.37 -2.06 -0.10
C 0.55 -0.57 -2.48 -0.12
C 1.17 1.24 -1.03 -0.07
C -0.51 -0.86 -1.68 -0.05
C 0.01 1.06 -0.25 -0.07
C -0.79 -0.03 -0.56 -0.25
C -0.08 0.58 3.01 -0.32
C -1.69 -0.52 0.48 -0.41
O -2.91 -0.60 0.67 -0.01
O 0.69 -1.54 1.44 -0.45
P -0.48 -0.75 1.92 0.48
H 2.40 0.61 -2.56 0.08
H 0.74 -1.32 -3.27 0.10
H 1.94 1.93 -0.81 0.08
H -0.98 -1.86 -1.80 0.13
H -0.31 1.70 0.62 0.11
H 0.96 0.84 2.62 -0.03
H -0.93 1.26 3.16 -0.06
H -1.27 -1.56 2.57 -0.03
```

As for the SMILES: C=[P@H]([O-])C(=O)c1ccccc1. Its HOMO-LUMO gap is 6.53 eV. For the total energy, the calculation gives -801.4394 a.u. The charge is -1.

=====

# 10
The molecule C5H9NO, computed with ωB97M-V with the def2-TZVPD basis set.

The geometry in XYZ format:
```
16
Properties=species:S:1:pos:R:3:lowdin_charge:R:1
C 1.43 0.66 -0.14 -0.04
C 0.13 -0.12 0.08 -0.44
C 0.31 -1.20 1.14 -0.03
C -1.13 0.77 0.24 -0.11
N -1.41 0.53 -1.17 0.10
C -0.47 -0.46 -1.31 -0.46
O -0.21 -1.22 -2.21 0.09
H 2.20 -0.03 -0.51 0.09
H 1.79 1.12 0.78 0.08
H 1.29 1.44 -0.90 0.09
H 0.81 -0.76 2.02 0.08
H 0.95 -2.02 0.79 0.09
H -0.64 -1.62 1.48 0.08
H -1.88 0.32 0.91 0.11
H -0.97 1.82 0.52 0.12
H -2.21 0.76 -1.74 0.14
```

As for the SMILES: CC1(C)CNC1=O. Its HOMO-LUMO gap is 10.46 eV. For the total energy, the calculation gives -325.9087 a.u. The charge is 0.

=====

# 11
A structure of composition C47H37F6N5O4P2S3Ti, computed with ωB97M-V with the def2-TZVPD basis set.

The geometry in XYZ format:
```
105
Properties=species:S:1:pos:R:3:mulliken_spin:R:1
Ti 11.95 14.00 13.44 1.12
F 12.41 13.29 18.38 0.00
C 11.16 13.61 18.07 0.00
F 10.41 12.54 17.98 0.00
F 10.69 14.39 19.04 0.00
S 11.00 14.53 16.37 -0.02
O 11.22 13.49 15.28 0.04
O 9.62 15.03 16.44 0.01
N 12.01 15.71 16.13 0.03
S 13.61 15.57 16.19 0.00
O 13.85 13.96 13.45 0.05
O 14.26 16.54 15.32 0.00
C 14.01 16.40 18.00 0.00
F 14.35 17.69 17.88 0.00
F 12.95 16.39 18.83 0.00
F 15.03 15.76 18.57 0.00
S 6.93 19.92 13.04 0.00
N 6.63 18.32 13.36 -0.01
C 7.84 17.74 13.40 -0.01
C 8.09 16.33 13.52 -0.04
C 7.07 15.38 13.61 0.13
C 7.41 14.04 13.51 0.01
C 8.73 13.61 13.39 0.10
N 9.76 14.49 13.33 0.00
C 9.42 15.83 13.38 0.11
C 10.51 16.70 13.24 0.06
N 11.77 16.12 13.10 0.01
C 12.82 16.96 12.97 0.08
C 12.65 18.33 12.96 0.03
C 11.40 18.93 13.01 0.06
C 10.28 18.11 13.18 0.01
C 8.94 18.64 13.24 -0.01
N 8.57 19.91 13.03 0.00
H 6.06 15.73 13.73 0.00
H 6.64 13.29 13.65 0.00
H 8.97 12.54 13.37 0.03
H 13.81 16.53 12.82 0.02
H 13.53 18.96 12.87 0.00
H 11.27 20.02 12.93 0.00
C 10.76 11.28 10.07 0.02
C 10.71 10.53 11.41 -0.01
P 11.68 11.15 12.86 0.05
C 11.11 9.90 14.08 0.03
C 10.47 10.26 15.28 0.00
C 10.23 9.33 16.28 0.00
C 10.56 8.00 16.07 0.00
C 11.12 7.61 14.88 0.00
C 11.44 8.56 13.89 0.00
C 13.41 10.55 12.71 -0.01
C 14.16 10.50 13.89 0.00
C 15.54 10.23 13.83 0.00
C 16.14 9.87 12.63 0.00
C 15.35 9.77 11.49 0.00
C 14.01 10.15 11.51 -0.01
C 10.27 12.73 9.98 -0.01
P 11.48 14.03 10.59 0.05
C 10.81 15.61 9.94 -0.02
C 9.45 15.89 9.83 0.00
C 9.01 17.20 9.71 0.00
C 9.90 18.24 9.54 0.00
C 11.25 17.96 9.44 0.00
C 11.70 16.66 9.66 0.01
C 12.84 13.82 9.41 -0.03
C 14.04 13.26 9.80 0.06
C 15.06 13.04 8.86 -0.01
C 14.85 13.41 7.53 0.00
C 13.70 14.06 7.15 0.00
C 12.68 14.19 8.07 0.00
H 10.08 10.70 9.44 0.00
H 11.77 11.20 9.65 0.00
H 11.03 9.49 11.22 0.00
H 9.66 10.47 11.74 0.00
H 10.19 11.30 15.41 0.01
H 9.76 9.61 17.21 0.00
H 10.37 7.27 16.86 0.00
H 11.34 6.56 14.72 0.00
H 11.95 8.27 12.98 0.00
H 13.67 10.70 14.84 0.00
H 16.15 10.29 14.70 0.00
H 17.19 9.65 12.60 0.00
H 15.74 9.35 10.58 0.00
H 13.44 10.11 10.61 0.00
H 9.30 12.85 10.53 0.00
H 10.07 12.99 8.92 0.00
H 8.68 15.12 9.90 0.00
H 7.94 17.39 9.71 0.00
H 9.54 19.26 9.42 0.00
H 11.94 18.74 9.14 0.00
H 12.76 16.43 9.55 0.01
H 14.19 12.98 10.86 0.02
H 15.99 12.60 9.19 0.00
H 15.63 13.22 6.80 0.00
H 13.59 14.46 6.13 0.00
H 11.75 14.64 7.75 0.00
C 17.93 14.60 13.37 0.01
C 17.35 13.94 14.45 0.00
C 16.00 13.68 14.49 0.01
C 15.20 14.11 13.41 0.01
C 15.78 14.67 12.28 0.00
C 17.15 14.94 12.29 0.00
H 19.01 14.74 13.32 0.00
H 17.94 13.64 15.32 0.00
H 15.55 13.13 15.30 0.00
H 15.17 14.89 11.40 0.00
H 17.61 15.47 11.45 0.00
```

Its spin multiplicity is 3. Its HOMO-LUMO gap (spin up / spin down) is 4.55 / 7.45 eV. For the total energy, the calculation gives -5713.9821 a.u. The charge is 0.

=====

# 12
A cluster of 2 separate species, C3H2INOS in total, computed with ωB97M-V with the def2-TZVPD basis set.

The geometry in XYZ format:
```
9
Properties=species:S:1:pos:R:3:lowdin_charge:R:1
C -1.02 0.33 1.67 -0.82
C -0.75 1.50 1.46 -0.71
C 1.16 0.24 -1.55 -0.39
N 2.09 0.38 -2.32 0.18
O 0.33 -0.13 -0.86 0.12
S -1.14 -1.26 2.06 0.72
I -1.23 3.44 0.90 0.78
H -0.13 -1.62 0.81 0.04
H 2.53 1.24 -2.60 0.08
```

As for the SMILES: N=C=O.SC#CI. Its HOMO-LUMO gap is 8.52 eV. For the total energy, the calculation gives -941.2781 a.u. The charge is 0.

=====

charge of number 11 (C47H37F6N5O4P2S3Ti)?
0